1.
C35H30Cl3N6O3PbS3 as an isolated structure, computed with ωB97M-V/def2-TZVPD.

Last column: Löwdin charge in e.
Positions of all 81 atoms, in Å:
Pb -1.12925 -0.45210 0.17470  1.37
Cl -5.06870 -2.11740 -6.51526  0.60
Cl -3.04934 -4.65051 -2.19035  0.68
Cl -1.91596 0.56958 -3.03537  0.70
S -2.67159 1.93892 0.53317  0.48
S 4.58177 -2.17225 -5.37799  0.64
S -5.41044 2.36178 -0.75321  0.82
O 2.72469 -0.78161 2.26513  0.01
O 0.73811 0.09337 1.69406  -0.24
O -1.81226 -2.02521 -1.63303  -0.30
N 5.03047 0.26951 -4.51442  0.09
N -1.97371 -2.70900 1.39199  0.03
N -4.60902 0.08628 -0.05797  -0.11
N 1.01630 -0.45002 -1.73374  0.01
N 1.23658 2.98294 1.59337  0.11
N -3.70634 -0.82344 0.41683  -0.11
C 1.43389 0.59228 -2.43816  -0.16
C -3.23121 -3.05281 1.09124  -0.28
C -3.47254 -0.92022 -4.67012  -0.15
C 4.25934 -0.82828 -4.48207  -0.84
C -3.68628 -4.35485 1.24867  -0.05
C 2.46225 0.51187 -3.36155  -0.02
C 0.87349 2.52024 2.86841  -0.22
C 2.21867 2.44424 0.75741  -0.22
C -1.52699 -4.94290 2.08523  -0.06
C -4.58310 3.94663 -0.94798  -0.46
C 3.30478 2.42011 3.59491  -0.02
C 1.40221 1.65513 5.04925  -0.23
C -2.70820 -0.91276 -3.51839  -0.55
C 2.41377 1.19104 6.06484  -0.05
C -1.14586 -3.62587 1.87653  -0.11
C -3.19196 -3.20183 -3.15654  -0.57
C -2.51306 -2.03714 -2.68983  -0.53
C 2.00610 0.05254 1.71048  -0.66
C 1.59588 -1.62956 -1.94658  -0.11
C 2.63310 -1.80988 -2.84413  -0.02
C -4.14230 -2.00196 0.60368  -0.09
C -0.48405 2.43676 3.17098  -0.06
C 3.77969 0.73656 0.11019  -0.03
C -0.89631 1.96659 4.40007  -0.08
C 0.04688 1.54713 5.32864  -0.06
C 1.83427 2.19220 3.82865  -0.16
C 4.36441 1.57973 -0.82296  -0.12
C -2.82067 -5.30921 1.75323  -0.07
C -4.09653 -2.08983 -5.05985  -0.69
C 3.82816 2.84836 -1.01011  -0.12
C -3.95890 -3.24335 -4.30086  -0.16
C 2.68402 1.12896 0.87270  -0.10
C 3.09299 -0.70974 -3.55641  -0.24
C 2.77644 3.27738 -0.21799  -0.04
C -4.16298 1.31204 -0.06136  -1.12
H 4.25090 3.52253 -1.74600  0.09
H 0.54873 3.55821 1.13639  0.14
H -4.44438 -4.16282 -4.59657  0.10
H 1.91810 0.66951 6.88347  0.07
H 3.78098 2.76374 4.51401  0.07
H 3.09182 -2.77832 -2.98471  0.10
H -3.96262 3.95128 -1.84225  0.03
H -4.69960 -4.60681 0.96545  0.11
H -3.97174 4.16100 -0.07522  -0.01
H -1.95421 1.88642 4.61654  0.10
H -3.58088 -0.01398 -5.24916  0.10
H 1.20991 -2.46394 -1.37191  0.12
H -5.18418 -2.25085 0.40717  0.13
H -0.26937 1.12893 6.27719  0.10
H 4.14909 -0.27099 0.25824  0.12
H 4.89132 1.02243 -3.86167  0.09
H -1.21406 2.69420 2.41122  0.02
H -0.13879 -3.28588 2.09690  0.12
H -5.37129 4.69273 -1.03874  0.02
H 3.13721 0.50977 5.61320  0.08
H 3.47175 3.17729 2.83021  0.08
H -3.15261 -6.33146 1.88287  0.11
H 2.74823 1.39657 -3.91518  0.12
H 2.97597 2.02621 6.49117  0.08
H -0.82250 -5.65544 2.49047  0.10
H 5.84530 0.26463 -5.10402  0.10
H 0.94387 1.54109 -2.24018  0.11
H 5.22389 1.25007 -1.39575  0.09
H 3.81136 1.50483 3.27519  0.09
H 2.39705 4.28858 -0.31643  0.11

E = -127190.4704 eV
E_LUMO = 1.652 eV
Energy relative to the best compared isomer or geometry (same formula, charge and spin) = 34.0 kJ/mol
Maximum force = 0.0118 Eh/bohr
Total charge = -1
Kohn-Sham gap = 6.70 eV

2.
C35H30Cl4CuF9O6P2 as an isolated structure, computed with ωB97M-V/def2-TZVPD.

Last column: Löwdin charge in e.
Positions of all 87 atoms, in Å:
Cu 1.35514 -1.61456 1.11003  0.63
Cl 5.98842 0.37708 5.42095  0.62
Cl 2.84970 0.13709 5.36988  0.66
Cl 7.62358 -0.19627 2.79780  0.62
Cl 6.09891 -1.14559 0.20494  0.67
P 0.83189 1.07995 -0.13141  1.16
P -0.66824 -2.82556 0.21158  0.26
F -4.35688 4.32015 2.79979  0.13
F -2.35026 1.25271 -6.05771  0.13
F 4.85242 6.40024 -1.12069  0.13
F 5.98877 5.39005 0.42001  0.14
F -0.38280 0.70585 -6.77398  0.13
F -1.72568 -0.81293 -6.01319  0.13
F 4.33042 6.67021 0.95778  0.13
F -3.18885 3.77038 4.53821  0.13
F -4.53638 2.33685 3.64319  0.13
O 0.35376 -2.13920 -0.67141  -0.29
O 3.18980 -1.38321 0.59530  -0.17
O 1.78354 -0.67263 2.72254  -0.18
O -1.98640 -1.92738 0.15245  -0.18
O -0.13345 -2.94340 1.61998  -0.26
O -1.07433 -4.26237 -0.31641  -0.15
C 2.52803 4.81635 -0.54360  -0.01
C -2.58169 -1.26311 2.42840  -0.01
C 1.62518 3.77545 -0.60768  -0.07
C 0.18651 1.01938 -1.83561  -0.34
C -1.51682 0.22952 -3.35104  -0.01
C 3.80233 4.59082 -0.02512  -0.12
C -1.24956 -4.62783 -1.72223  -0.61
C 5.18309 -0.11363 3.96845  -0.73
C -3.64954 3.31772 3.35799  -0.58
C -0.74518 0.64273 -4.43281  -0.13
C 5.90083 -0.37568 2.81881  -0.73
C -4.08354 -0.93942 0.45847  -0.02
C -1.65302 2.48450 0.26967  -0.08
C -1.46123 2.16832 3.02053  -0.01
C -1.88793 -3.50877 -2.52931  -0.03
C -0.56073 1.81261 0.81014  -0.33
C 5.22843 -0.78967 1.66133  -0.63
C -2.64984 2.98709 1.09094  -0.01
C -2.15622 -5.84562 -1.67820  -0.03
C 4.17174 3.33592 0.42060  0.02
C 1.98158 2.50232 -0.15498  -0.34
C 4.74938 5.75151 0.05997  -0.58
C 3.09210 -0.58708 2.80551  -0.40
C 0.13000 -4.97076 -2.26719  -0.02
C -0.47556 1.65259 2.19537  -0.07
C -3.65487 -3.25546 1.32744  -0.03
C -1.28912 0.44877 -5.81441  -0.58
C 3.78651 -0.23627 3.95418  -0.61
C 0.95217 1.41590 -2.92722  -0.06
C 3.25555 2.29008 0.35197  -0.04
C 0.49129 1.22876 -4.22373  -0.01
C -1.04719 0.40522 -2.06561  -0.09
C 3.84708 -0.94753 1.64234  -0.43
C -2.54862 2.82911 2.46638  -0.13
C -3.07437 -1.86531 1.12036  -0.60
H 0.78280 -4.10173 -2.19805  0.08
H 1.09721 1.53516 -5.06508  0.12
H 0.63115 3.94985 -1.00134  0.11
H -2.90838 -3.93857 1.73190  0.09
H -4.48412 -3.19938 2.03559  0.09
H 0.35342 1.09762 2.62569  0.10
H -4.36963 -1.32672 -0.52082  0.08
H 3.54498 1.30590 0.69609  0.09
H -4.03011 -3.66525 0.38766  0.08
H -3.65539 0.05627 0.33070  0.07
H -1.72845 -6.60628 -1.02552  0.09
H -1.73783 2.61202 -0.80234  0.10
H -2.47343 -0.24878 -3.51903  0.12
H 1.92275 1.87068 -2.77463  0.11
H -1.91111 -1.93569 2.95540  0.08
H 0.05988 -5.27654 -3.31311  0.09
H 2.25228 5.80472 -0.88868  0.12
H -3.44253 -1.03596 3.06137  0.09
H -2.06995 -3.87573 -3.54152  0.09
H -1.38779 2.04162 4.09259  0.13
H -3.14448 -5.57823 -1.30125  0.08
H -4.97792 -0.85196 1.07664  0.09
H 5.16120 3.15985 0.81957  0.13
H 0.56877 -5.78654 -1.69192  0.09
H -1.23447 -2.64067 -2.58795  0.07
H -1.63116 0.03503 -1.23215  0.09
H -2.05026 -0.33106 2.23267  0.07
H -3.49752 3.50526 0.66339  0.12
H -2.26798 -6.26699 -2.67820  0.09
H -2.84180 -3.20388 -2.09747  0.08

E = -186841.7175 eV
E_LUMO (alpha / beta) = 2.144 / 2.142 eV
Energy relative to the best compared isomer or geometry (same formula, charge and spin) = 0.0 kJ/mol
Maximum force = 0.0113 Eh/bohr
Multiplicity = 2
Total charge = -1
<S²> = 0.75
Kohn-Sham gap (alpha / beta) = 6.83 / 6.79 eV